Here is C66H143N7O9 as an isolated structure in a non-equilibrium geometry from the Open Molecules 2025 dataset. Energies are from ωB97M-V with the def2-TZVPD basis set.

Atoms and positions in Å:
C 4.393 -2.037 7.693
C 5.827 -2.253 8.086
C 6.502 -3.251 7.148
N 7.989 -3.690 7.454
C 8.533 -4.598 6.242
C 9.649 -5.596 6.534
C 9.689 -6.329 7.904
C 9.201 -5.339 8.973
C 7.928 -4.639 8.689
C 9.042 -2.582 7.755
H 4.329 -1.691 6.661
H 3.968 -1.354 8.428
H 3.807 -2.956 7.681
H 6.046 -2.500 9.125
H 6.343 -1.312 7.897
H 6.429 -2.861 6.133
H 5.950 -4.190 7.200
H 7.570 -5.049 6.004
H 8.804 -3.809 5.541
H 9.813 -6.294 5.712
H 10.610 -5.112 6.360
H 9.021 -7.157 7.671
H 10.723 -6.673 7.927
H 9.134 -5.875 9.920
H 9.888 -4.506 9.119
H 7.127 -5.352 8.495
H 7.733 -4.060 9.592
H 10.039 -2.931 7.486
H 8.945 -2.274 8.796
H 8.884 -1.767 7.049
C -9.382 5.484 -1.937
C -8.759 4.769 -3.153
C -8.020 5.844 -4.018
N -7.261 5.066 -5.108
C -8.177 4.706 -6.264
C -8.709 6.028 -6.937
C -7.705 7.110 -7.321
C -6.642 7.264 -6.349
C -6.109 5.942 -5.740
C -6.562 3.719 -4.704
H -8.643 6.170 -1.523
H -9.988 4.919 -1.229
H -10.151 6.063 -2.448
H -9.331 4.077 -3.770
H -8.041 4.189 -2.573
H -7.479 6.483 -3.320
H -8.818 6.450 -4.448
H -8.964 4.023 -5.945
H -7.584 4.184 -7.015
H -9.478 6.594 -6.413
H -9.120 5.640 -7.869
H -8.054 8.125 -7.512
H -7.263 6.887 -8.292
H -6.997 7.826 -5.485
H -5.812 7.848 -6.746
H -5.519 6.155 -4.849
H -5.572 5.426 -6.536
H -7.299 2.935 -4.536
H -6.022 3.988 -3.796
H -5.932 3.307 -5.492
C 9.932 0.581 -14.427
C 9.294 0.427 -13.015
C 8.608 1.734 -12.441
N 8.050 1.769 -10.987
C 6.847 0.789 -10.942
C 6.301 0.701 -9.436
C 7.416 0.182 -8.589
C 8.595 1.135 -8.524
C 9.177 1.500 -9.935
C 7.534 3.225 -10.727
H 9.284 1.160 -15.086
H 10.375 -0.332 -14.826
H 10.736 1.310 -14.324
H 10.015 0.063 -12.283
H 8.556 -0.374 -12.965
H 7.816 2.039 -13.125
H 9.357 2.524 -12.384
H 7.261 -0.196 -11.161
H 6.101 1.041 -11.696
H 5.498 -0.037 -9.441
H 5.831 1.601 -9.040
H 7.769 -0.782 -8.956
H 7.211 -0.006 -7.535
H 9.411 0.778 -7.897
H 8.260 2.025 -7.992
H 9.607 0.551 -10.255
H 9.951 2.261 -10.030
H 6.646 3.454 -11.316
H 8.276 3.914 -11.129
H 7.351 3.304 -9.655
C 1.301 5.543 -1.937
C 1.943 4.028 -1.972
C 0.865 3.042 -1.335
N 1.328 1.570 -1.206
C 1.610 0.998 -2.650
C 0.238 0.759 -3.408
C -0.671 -0.084 -2.573
C -0.938 0.468 -1.188
C 0.368 0.719 -0.367
C 2.761 1.476 -0.591
H 0.370 5.490 -2.501
H 2.017 6.259 -2.341
H 1.106 5.842 -0.907
H 2.809 4.100 -1.315
H 2.284 3.782 -2.977
H -0.102 2.876 -1.810
H 0.667 3.399 -0.324
H 2.266 1.672 -3.202
H 2.180 0.075 -2.538
H -0.117 1.768 -3.617
H 0.493 0.212 -4.316
H -1.586 -0.281 -3.132
H -0.174 -1.047 -2.458
H -1.671 1.274 -1.169
H -1.538 -0.201 -0.571
H 0.272 1.157 0.626
H 1.015 -0.154 -0.271
H 3.158 0.465 -0.685
H 2.576 1.781 0.438
H 3.508 2.171 -0.974
C -5.453 -9.265 -2.284
C -6.549 -10.110 -1.735
C -6.044 -11.589 -1.486
N -7.153 -12.575 -1.048
C -8.020 -11.975 0.118
C -7.258 -11.911 1.373
C -6.514 -13.269 1.768
C -5.645 -13.916 0.584
C -6.480 -13.947 -0.677
C -8.083 -12.831 -2.276
H -5.268 -9.610 -3.302
H -4.578 -9.381 -1.645
H -5.763 -8.220 -2.305
H -7.442 -10.040 -2.356
H -6.895 -9.767 -0.759
H -5.395 -11.687 -0.615
H -5.552 -12.163 -2.271
H -8.375 -10.994 -0.198
H -8.836 -12.689 0.237
H -6.571 -11.069 1.288
H -7.934 -11.617 2.176
H -5.935 -13.139 2.682
H -7.170 -14.127 1.918
H -4.738 -13.321 0.479
H -5.410 -14.954 0.815
H -5.993 -14.456 -1.509
H -7.309 -14.586 -0.375
H -8.915 -13.486 -2.015
H -7.561 -13.290 -3.115
H -8.554 -11.908 -2.615
C -8.917 -6.041 7.248
C -8.045 -5.054 6.580
C -8.942 -3.718 6.166
N -8.189 -2.520 5.446
C -7.185 -3.129 4.475
C -7.850 -3.915 3.277
C -8.779 -3.020 2.544
C -9.771 -2.377 3.462
C -9.234 -1.580 4.678
C -7.325 -1.781 6.542
H -8.360 -6.978 7.286
H -9.820 -6.329 6.711
H -9.069 -5.717 8.278
H -7.502 -5.333 5.677
H -7.281 -4.708 7.276
H -9.361 -3.293 7.078
H -9.807 -4.009 5.570
H -6.321 -3.619 4.925
H -6.771 -2.166 4.173
H -8.360 -4.813 3.626
H -7.150 -4.308 2.540
H -9.345 -3.420 1.703
H -8.096 -2.287 2.116
H -10.417 -3.125 3.921
H -10.395 -1.802 2.777
H -10.050 -1.280 5.336
H -8.685 -0.678 4.410
H -6.586 -2.558 6.736
H -7.889 -1.406 7.396
H -6.802 -0.985 6.011
C 6.304 12.750 10.666
C 6.401 11.332 10.087
C 5.802 11.326 8.641
N 6.027 9.997 7.811
C 5.601 10.291 6.350
C 5.841 9.036 5.465
C 7.315 8.718 5.412
C 7.964 8.541 6.781
C 7.547 9.593 7.860
C 5.175 8.811 8.375
H 6.907 13.380 10.013
H 6.741 12.748 11.665
H 5.340 13.242 10.536
H 5.842 10.588 10.653
H 7.426 11.031 10.302
H 6.143 12.111 7.967
H 4.738 11.330 8.407
H 6.252 11.126 6.089
H 4.558 10.596 6.275
H 5.591 9.369 4.458
H 5.294 8.123 5.697
H 7.788 9.469 4.779
H 7.280 7.668 5.121
H 9.027 8.560 6.541
H 7.802 7.573 7.257
H 8.216 10.453 7.861
H 7.791 9.056 8.777
H 5.145 7.898 7.781
H 4.135 9.132 8.318
H 5.293 8.586 9.435
O 1.478 4.483 -9.851
C 1.399 5.701 -9.336
O 1.894 6.057 -8.291
O 0.549 6.322 -9.909
H 0.722 4.853 -10.312
O -0.155 -7.763 -7.587
C 0.317 -6.628 -7.193
O 1.141 -6.654 -6.288
O -0.048 -5.591 -7.740
H 0.322 -8.031 -6.798
O -4.540 5.695 3.765
C -4.271 4.669 3.000
O -3.911 3.729 3.657
O -4.275 4.846 1.793
H -4.141 5.033 4.335

E_HOMO: -8.7 eV
energy relative to the best compared isomer or geometry (same formula, charge and spin): 252.0 kcal/mol
energy: -3659.2788 Ha
charge: +4
LUMO level: -5.2 eV
gap between HOMO and LUMO: 3.522 eV